No. 1
{"formula": "C2H4ClLi2O4S", "method": "ωB97M-V with the def2-TZVPD basis set", "symbols": ["Li", "Li", "Cl", "C", "C", "O", "S", "O", "O", "O", "H", "H", "H", "H"], "positions_angstrom": [[-10.09165, 13.14285, 5.37091], [-10.32715, 17.10960, 7.91925], [-8.41644, 16.50133, 4.56318], [-2.89533, 19.47883, 6.16584], [-1.79554, 18.83697, 5.39866], [-0.53561, 19.21418, 6.03349], [-0.61907, 20.79227, 6.45394], [-0.42141, 21.62100, 5.21573], [0.12463, 21.18525, 7.66536], [-2.26355, 20.64391, 6.79680], [-3.37029, 18.89344, 6.95313], [-3.76823, 19.90485, 5.67120], [-1.78807, 19.13282, 4.34960], [-1.80877, 17.74708, 5.38892]], "mulliken_charge": [0.916, 0.918, -0.835, -0.163, -0.287, -0.316, 1.099, -0.524, -0.502, -0.354, 0.218, 0.259, 0.271, 0.299], "orbital_gap_ha": 0.2113, "total_charge": 1, "total_energy_ha": -1252.6903}

=====

No. 2
{"formula": "C4H9NO3", "method": "ωB97M-V with the def2-TZVPD basis set", "symbols": ["O", "C", "N", "C", "C", "O", "C", "O", "H", "H", "H", "H", "H", "H", "H", "H", "H"], "positions_angstrom": [[-0.75185, 1.22972, -2.95711], [-0.23917, 0.70270, -1.99439], [-0.53087, 1.17871, -0.74251], [-0.20199, 0.56911, 0.51592], [-0.91285, -0.74287, 0.89474], [-0.47135, -1.76197, -0.01337], [1.35255, 0.41382, 0.68732], [1.96822, -0.86241, 0.56708], [0.46582, -0.13214, -2.00268], [-1.23293, 1.89993, -0.75481], [-0.43420, 1.25483, 1.32430], [-0.56918, -0.92196, 1.90941], [-1.98710, -0.67258, 0.75903], [-1.20161, -2.32471, -0.29368], [1.75901, 1.03913, -0.08421], [1.63902, 0.72909, 1.68368], [1.34847, -1.59840, 0.50129]], "mulliken_charge": [-0.588, 0.037, -0.219, 0.178, -0.700, -0.580, -0.694, -0.536, 0.365, 0.256, 0.330, 0.269, 0.477, 0.320, 0.383, 0.311, 0.390], "orbital_gap_ha": 0.3691, "total_energy_ha": -438.2639}

=====

No. 3
{"formula": "C22H43N2O6Rb", "method": "ωB97M-V with the def2-TZVPD basis set", "symbols": ["Rb", "O", "C", "O", "O", "H", "C", "C", "C", "C", "C", "C", "N", "O", "C", "C", "C", "H", "H", "H", "H", "H", "H", "H", "H", "H", "H", "H", "H", "H", "H", "H", "H", "H", "H", "C", "C", "C", "C", "C", "C", "N", "O", "C", "C", "C", "H", "H", "H", "H", "H", "H", "H", "H", "H", "H", "H", "H", "H", "H", "H", "H", "H", "H", "C", "C", "O", "C", "H", "H", "H", "H", "H", "H"], "positions_angstrom": [[-9.01021, -3.67199, -16.83483], [-4.86769, -1.46747, -17.37889], [-5.88445, -2.30063, -17.15115], [-6.09892, -2.80007, -16.02970], [-6.63147, -2.56924, -18.10605], [-5.08107, -1.35602, -18.30822], [-9.57105, -1.71266, -11.02500], [-10.61831, -1.26382, -12.09784], [-10.74404, 0.27506, -11.78944], [-11.33607, 1.10471, -12.88543], [-10.53978, 0.91856, -14.10877], [-10.39103, -0.59476, -14.60678], [-10.09067, -1.47387, -13.44895], [-9.71772, -2.78455, -13.77315], [-9.20039, -0.35220, -15.58074], [-11.62102, -0.97645, -15.51482], [-12.00740, -1.92760, -11.93352], [-9.98762, -1.38420, -10.07280], [-8.58187, -1.28772, -11.19547], [-9.41745, -2.79055, -11.07649], [-9.79703, 0.73431, -11.50591], [-11.35712, 0.42357, -10.90052], [-11.21390, 2.14999, -12.60155], [-12.40026, 0.93874, -13.05293], [-9.59692, 1.46121, -14.04066], [-11.20798, 1.34420, -14.85739], [-9.13876, -1.10060, -16.37081], [-8.24101, -0.28419, -15.06785], [-9.33877, 0.61959, -16.05463], [-11.96670, -0.18519, -16.18004], [-12.49054, -1.24010, -14.91273], [-11.42617, -1.92181, -16.02121], [-11.80611, -2.98265, -12.11915], [-12.79231, -1.52327, -12.57270], [-12.31185, -1.83647, -10.89088], [-7.79051, -7.08842, -18.26308], [-8.55389, -8.13509, -17.43295], [-8.01867, -9.50857, -17.83256], [-8.58185, -10.60161, -16.95332], [-8.15606, -10.27098, -15.58196], [-8.63308, -8.99116, -14.93950], [-8.21094, -7.91050, -15.94756], [-8.12374, -6.54245, -15.47157], [-7.76763, -8.86304, -13.66883], [-10.14308, -9.07005, -14.54802], [-10.09425, -8.02897, -17.74980], [-7.91917, -7.46034, -19.27956], [-6.74173, -7.09599, -17.96627], [-8.17108, -6.06816, -18.31135], [-6.93153, -9.45512, -17.77438], [-8.28093, -9.87070, -18.82663], [-8.15230, -11.56609, -17.22420], [-9.66329, -10.71699, -16.88074], [-7.07396, -10.27244, -15.45103], [-8.59705, -11.08873, -15.01194], [-6.76132, -8.62353, -14.01246], [-7.95599, -9.73555, -13.04326], [-8.22574, -8.14796, -12.98553], [-10.32184, -9.60419, -13.61483], [-10.69820, -9.54042, -15.35962], [-10.49888, -8.04605, -14.43426], [-10.58646, -7.19740, -17.24550], [-10.58385, -8.87908, -17.27472], [-10.34906, -7.96822, -18.80786], [-8.85041, -2.84490, -20.87244], [-9.51351, -4.08887, -20.36923], [-10.23873, -4.09456, -19.35718], [-9.48066, -5.29553, -21.29917], [-7.95914, -2.55457, -20.31617], [-9.57404, -2.06422, -20.63794], [-8.61322, -2.87554, -21.93588], [-10.14676, -6.05546, -20.89062], [-8.46170, -5.58233, -21.55908], [-9.90288, -5.00296, -22.26055]], "mulliken_charge": [0.842, -0.519, 0.732, -0.686, -0.692, 0.277, -1.823, 1.534, -1.355, -0.806, -1.207, 1.111, 0.569, -0.747, -0.952, -1.431, -1.778, 0.424, 0.420, 0.335, 0.422, 0.490, 0.349, 0.354, 0.469, 0.325, -0.405, 0.375, 0.405, 0.344, 0.352, 0.130, 0.334, 0.334, 0.423, -1.390, 1.374, -1.129, -0.652, -1.218, 1.480, 0.407, -0.797, -1.908, -1.801, -1.598, 0.377, 0.355, -0.095, 0.420, 0.346, 0.376, 0.368, 0.384, 0.311, 0.445, 0.422, 0.401, 0.441, 0.396, 0.327, 0.227, 0.373, 0.345, -1.061, 1.042, -0.588, -1.239, 0.227, 0.300, 0.370, 0.211, 0.318, 0.485], "orbital_gap_ha": 0.1084, "total_charge": -2, "total_energy_ha": -1448.9324}

=====

No. 4
{"formula": "C4H9NO", "method": "ωB97M-V with the def2-TZVPD basis set", "symbols": ["C", "C", "O", "N", "C", "C", "H", "H", "H", "H", "H", "H", "H", "H", "H"], "positions_angstrom": [[1.96551, 0.29117, 0.18519], [0.78510, -0.64796, 0.34258], [0.95120, -1.83829, 0.56112], [-0.47105, -0.14268, 0.13152], [-0.74026, 1.24987, -0.17049], [-1.50613, -1.13339, -0.12121], [2.84026, -0.18568, 0.62701], [1.83009, 1.28519, 0.61739], [2.14825, 0.41730, -0.88888], [-1.79766, 1.45170, 0.01581], [-0.16696, 1.90955, 0.48468], [-0.52120, 1.51424, -1.21367], [-2.45013, -0.62053, -0.30581], [-1.61561, -1.80689, 0.72988], [-1.25142, -1.74361, -0.99514]], "mulliken_charge": [-1.081, 0.694, -0.631, 0.059, -0.968, -0.890, 0.300, 0.361, 0.259, 0.333, 0.345, 0.318, 0.332, 0.270, 0.296], "orbital_gap_ha": 0.3690, "total_energy_ha": -287.8089}

=====

No. 5
{"formula": "C2H5N4", "method": "ωB97M-V with the def2-TZVPD basis set", "symbols": ["C", "C", "N", "N", "N", "N", "H", "H", "H", "H", "H"], "positions_angstrom": [[-0.74958, -0.74637, 0.37057], [0.02890, 1.54826, -0.16080], [1.76775, -0.00323, -0.59745], [1.24803, -1.04008, -0.57524], [-0.08384, -1.32342, -0.62235], [-0.38795, 0.52518, 0.67764], [-1.12238, -1.37718, 1.10442], [0.48428, 2.45374, 0.28755], [0.05527, 1.49393, -1.26462], [-0.43944, -2.34338, -0.73309], [-0.80102, 0.81255, 1.51338]], "mulliken_charge": [-0.116, -0.403, -0.189, 0.137, -0.007, -0.096, 0.343, 0.324, 0.361, 0.371, 0.274], "orbital_gap_ha": [0.3008, 0.3013], "total_charge": 1, "total_energy_ha": -297.8096}

=====

No. 6
{"formula": "C10H36N18O12", "method": "ωB97M-V with the def2-TZVPD basis set", "symbols": ["C", "O", "O", "O", "C", "O", "N", "N", "H", "H", "H", "H", "C", "O", "N", "N", "H", "H", "H", "H", "C", "O", "N", "N", "H", "H", "H", "H", "C", "O", "N", "N", "H", "H", "H", "H", "C", "O", "N", "N", "H", "H", "H", "H", "C", "O", "N", "N", "H", "H", "H", "H", "C", "O", "N", "N", "H", "H", "H", "H", "C", "O", "N", "N", "H", "H", "H", "H", "C", "O", "N", "N", "H", "H", "H", "H"], "positions_angstrom": [[-0.16972, 0.16838, 0.22306], [-1.39627, 0.38330, 0.08066], [0.66496, 1.01969, 0.61060], [0.29826, -0.95593, -0.08462], [-0.25157, -0.49071, -3.70588], [-0.61753, -0.38771, -4.86009], [0.96822, -0.77244, -3.28333], [-1.09559, -0.49638, -2.72803], [1.08596, -0.89187, -2.28735], [1.59689, -0.97456, -4.04755], [-1.92486, 0.06597, -2.85524], [-0.71860, -0.53231, -1.79173], [-1.99722, 3.17968, -2.15310], [-2.17199, 4.37401, -2.28280], [-2.91312, 2.50740, -1.50774], [-0.99743, 2.61999, -2.68759], [-3.69527, 2.93393, -1.03190], [-2.42852, 1.71973, -1.10173], [-0.40814, 3.20871, -3.25877], [-0.85493, 1.65027, -2.44382], [-0.70643, -1.93762, 3.24261], [-1.29497, -2.21856, 4.23835], [0.30176, -1.16743, 3.18186], [-1.01126, -2.49767, 2.13088], [0.59345, -0.89567, 2.25387], [0.76208, -0.74622, 3.97609], [-1.64215, -3.27797, 2.24581], [-0.80370, -2.01990, 1.26558], [3.10757, 1.41716, -1.73967], [3.81270, 1.88989, -2.57942], [2.23939, 2.16198, -1.16223], [3.06082, 0.26523, -1.23547], [1.64735, 1.79246, -0.43213], [2.23977, 3.13873, -1.41927], [3.59728, -0.51614, -1.58442], [2.20526, 0.09921, -0.72504], [-4.37814, -1.71253, 0.87150], [-5.41418, -2.33070, 0.85492], [-3.27007, -1.88738, 0.17200], [-4.24849, -0.51913, 1.47569], [-3.47898, -2.54829, -0.56260], [-2.53062, -1.20069, 0.21401], [-3.34669, -0.11845, 1.26048], [-4.85012, -0.13049, 2.18780], [2.27575, 4.68447, 1.27874], [3.36208, 4.19413, 1.47622], [2.14264, 5.95265, 1.08462], [1.19078, 3.97746, 1.16089], [1.57618, 6.21368, 0.29022], [3.02718, 6.43348, 1.16520], [1.30946, 2.98038, 1.26974], [0.32631, 4.38279, 1.49029], [4.09529, -2.77509, 0.95407], [3.94757, -1.92272, 1.75256], [4.93456, -3.68513, 0.93576], [3.35079, -2.90893, -0.16689], [5.24617, -4.01634, 1.83759], [4.81500, -4.48447, 0.33007], [3.32706, -3.88101, -0.44003], [2.60350, -2.24331, -0.30324], [-0.09360, -4.26988, -1.79801], [-0.22734, -4.89600, -2.85088], [-0.87960, -3.39606, -1.51756], [0.82855, -4.47633, -0.92097], [-1.64819, -3.32181, -2.16861], [-0.75989, -2.67490, -0.82065], [0.81833, -3.93099, -0.07092], [1.46345, -5.26180, -0.92900], [-2.21020, 2.27923, 2.97287], [-2.42620, 2.98030, 3.97418], [-2.89455, 2.32817, 1.84653], [-1.15941, 1.51295, 2.83625], [-3.77591, 2.77866, 1.64566], [-2.59466, 1.69345, 1.12036], [-0.99416, 0.96945, 2.00115], [-0.54211, 1.41454, 3.62957]], "mulliken_charge": [-0.612, 1.290, -1.216, 0.402, 0.405, -0.807, -0.005, -0.306, 0.027, 0.216, 0.352, -0.514, 0.472, -0.827, -0.319, -0.114, 0.261, -0.108, 0.186, -0.002, 0.226, -0.789, 0.060, 0.018, 0.065, 0.213, 0.220, -0.337, 0.500, -0.838, -0.051, 0.020, 0.343, 0.086, 0.338, -0.327, 0.344, -0.747, -0.005, -0.291, 0.133, -0.208, 0.436, 0.214, 0.655, -0.662, -0.557, -0.241, 0.225, 0.262, 0.201, 0.211, -2.484, 0.313, -0.963, 0.832, 0.730, 1.018, -0.056, 0.025, -0.481, -0.645, 0.021, -0.396, 0.228, -0.190, 0.034, 0.803, 0.465, -0.822, 0.037, 0.147, 0.182, -0.340, -0.115, 0.163], "orbital_gap_ha": [0.0745, 0.2920], "total_charge": -3, "total_energy_ha": -2291.3315, "spin_multiplicity": 2}